{"formula": "C8H14O2", "method": "ωB97M-V/def2-TZVPD", "species": ["C", "H", "H", "C", "C", "H", "H", "O", "H", "H", "H", "C", "O", "C", "H", "C", "H", "H", "H", "H", "C", "H", "C", "H"], "xyz": [[0.186, 1.833, 1.777], [-2.342, 0.193, -0.002], [0.647, 0.750, -1.930], [-1.821, 0.906, 0.614], [-0.446, -1.971, -2.368], [1.737, -0.514, -2.425], [1.181, -0.501, 1.264], [1.325, 2.151, 1.007], [1.065, 2.603, 0.198], [-0.842, -1.311, -3.139], [-2.286, 1.876, 0.694], [-0.316, -1.420, 0.031], [0.601, 1.572, 3.076], [1.140, -0.161, -1.585], [1.395, 1.025, 3.023], [0.107, -1.184, -1.218], [-1.242, -2.637, -2.042], [-0.231, -1.153, 2.165], [-0.487, 2.699, 1.862], [-0.985, -2.251, 0.215], [0.099, -0.658, 1.249], [0.336, -2.579, -2.827], [-0.616, 0.658, 1.110], [1.796, 0.076, -0.751]], "atomic_forces_ev_per_a": [[-1.53, -0.04, -0.44], [-0.23, -0.32, 0.18], [0.02, 0.18, 0.05], [0.37, -0.12, -0.47], [-0.01, -0.16, 0.10], [0.09, -0.08, 0.02], [-0.07, 0.01, 0.16], [0.24, -0.10, 0.11], [-0.12, -0.09, 0.01], [-0.03, 0.07, -0.10], [0.12, 0.27, 0.05], [0.77, -1.04, -0.51], [0.24, -0.26, -0.07], [-0.20, -0.01, 0.05], [-0.01, -0.02, 0.07], [-0.21, -0.47, 0.54], [-0.06, -0.03, -0.02], [0.19, 0.05, -0.05], [0.13, -0.07, -0.11], [-0.29, 0.02, -0.25], [-0.57, 0.26, -1.24], [0.05, 0.00, -0.10], [1.07, 1.82, 2.05], [0.02, 0.15, -0.02]], "e_lumo_ev": 0.77, "energy_ha": -463.652859, "homo_lumo_gap_ev": 9.5, "relative_energy_kj_mol": 139.2, "smiles": "C=C(CC=C(C)C)C(O)O"}